# 1
Here is C32H37F3IN7Si2Tl as an isolated structure at a distorted geometry from OMol25. Energies are from ωB97M-V/def2-TZVPD.

Calculated values
Total charge: +1
E_LUMO, eV: -3.02

Each line ends with the Mulliken charge.
Cartesian coordinates (Å):
Tl (-0.72, -0.49, -0.26)  2.317
C (1.96, -4.45, 0.19)  -0.932
C (2.49, -4.24, 1.45)  -0.773
C (1.86, -3.34, 2.30)  -0.620
C (0.72, -2.68, 1.86)  0.717
N (0.31, -2.78, 0.59)  0.222
C (0.90, -3.66, -0.21)  -0.421
C (-0.15, -1.91, 2.77)  0.502
C (-0.19, -2.20, 4.14)  -1.066
C (-1.14, -1.58, 4.93)  -1.189
C (-2.03, -0.69, 4.34)  -1.298
C (-1.92, -0.43, 2.98)  0.347
N (-0.99, -1.03, 2.23)  0.968
C (-2.86, 0.47, 2.28)  0.716
C (-3.67, 1.38, 2.96)  -0.939
C (-4.61, 2.11, 2.25)  -0.889
C (-4.76, 1.86, 0.90)  -1.040
C (-3.90, 0.97, 0.29)  -0.182
N (-2.94, 0.33, 0.96)  0.349
H (2.38, -5.19, -0.48)  0.468
H (3.37, -4.78, 1.78)  0.449
H (2.25, -3.15, 3.29)  0.309
H (0.49, -3.74, -1.21)  0.589
H (0.47, -2.94, 4.56)  0.515
H (-1.20, -1.80, 5.98)  0.454
H (-2.81, -0.24, 4.93)  0.505
H (-3.54, 1.56, 4.02)  0.455
H (-5.23, 2.84, 2.76)  0.473
H (-5.53, 2.36, 0.32)  0.486
H (-3.98, 0.73, -0.76)  0.528
F (-3.59, -1.59, -1.36)  -0.259
C (-2.47, -2.10, -0.80)  -0.018
F (-2.86, -2.68, 0.35)  -0.234
F (-2.07, -3.11, -1.62)  -0.238
N (0.69, -0.93, -8.18)  -0.428
C (0.29, -0.79, -7.11)  -0.204
C (-0.18, -0.60, -5.77)  0.594
C (0.44, 0.32, -4.93)  -0.689
C (-0.04, 0.45, -3.64)  -0.326
N (-1.04, -0.29, -3.15)  0.237
C (-1.64, -1.15, -3.97)  -0.605
C (-1.26, -1.34, -5.29)  -0.804
H (1.28, 0.90, -5.28)  0.573
H (0.41, 1.16, -2.96)  0.397
H (-2.46, -1.72, -3.56)  0.512
H (-1.78, -2.04, -5.92)  0.528
C (3.36, 1.40, -2.19)  -1.207
Si (2.74, -0.04, -1.12)  0.394
C (4.24, -0.71, -0.18)  -1.228
C (2.12, -1.47, -2.20)  -0.389
C (1.35, 0.69, -0.02)  -0.169
Si (1.79, 1.41, 1.70)  0.388
C (2.37, 3.15, 1.19)  -1.258
C (3.13, 0.47, 2.65)  -1.231
C (0.41, 1.64, 2.98)  -0.654
H (4.07, 1.04, -2.93)  0.393
H (3.87, 2.14, -1.57)  0.338
H (2.56, 1.92, -2.72)  0.312
H (4.89, -1.21, -0.90)  0.430
H (3.97, -1.43, 0.59)  0.238
H (4.82, 0.08, 0.28)  0.326
H (2.41, -1.34, -3.24)  0.572
H (1.03, -1.58, -2.17)  -0.375
H (2.55, -2.41, -1.86)  0.408
H (0.94, 1.54, -0.58)  0.042
H (3.26, 3.09, 0.56)  0.310
H (2.62, 3.76, 2.06)  0.440
H (1.61, 3.67, 0.62)  0.305
H (4.13, 0.74, 2.32)  0.445
H (3.02, -0.61, 2.56)  0.205
H (3.06, 0.73, 3.71)  0.436
H (-0.59, 1.72, 2.55)  -0.161
H (0.59, 2.54, 3.56)  0.736
H (0.40, 0.80, 3.68)  0.233
I (-2.64, 5.79, 0.75)  0.127
C (-2.25, 4.09, -0.38)  -1.177
C (-2.80, 3.75, -1.60)  -0.239
N (-2.27, 2.55, -1.92)  -0.147
N (-1.42, 2.10, -0.99)  0.374
C (-1.39, 3.03, -0.05)  -0.174
H (-3.48, 4.28, -2.23)  0.497
H (-2.47, 1.98, -2.73)  0.077
H (-0.76, 2.94, 0.82)  0.326


# 2
Here is C5H13NO3S in the gas phase at a distorted geometry from OMol25. Energies are from ωB97M-V/def2-TZVPD.

Calculated values
Total charge: 0
E_LUMO, eV: 0.15
Structure (SMILES): C[C@@H]([N+](C)(C)C)S(=O)(=O)[O-]

Each line ends with the natural charge from an NBO analysis.
Cartesian coordinates (Å):
C (-0.88, -1.79, 0.31)  -0.666
C (-1.32, 0.96, 0.37)  -0.419
C (1.02, 1.50, -0.04)  -0.409
C (-0.31, 0.65, -1.84)  -0.396
C (0.25, -0.84, -0.04)  -0.332
N (-0.09, 0.55, -0.38)  -0.204
O (1.31, -2.42, 1.72)  -0.973
O (2.66, -0.51, 0.97)  -1.002
O (0.72, -0.12, 2.41)  -1.017
S (1.37, -1.00, 1.45)  2.415
H (-1.51, -1.61, 1.19)  0.232
H (-1.64, -1.97, -0.37)  0.202
H (-0.42, -2.74, 0.45)  0.278
H (-2.23, 0.56, -0.09)  0.226
H (-1.04, 0.83, 1.42)  0.287
H (-1.37, 2.01, 0.07)  0.197
H (1.91, 0.89, 0.01)  0.294
H (1.09, 2.09, -0.85)  0.183
H (0.65, 2.11, 0.73)  0.225
H (0.66, 0.89, -2.32)  0.223
H (-0.55, -0.25, -2.25)  0.221
H (-0.94, 1.48, -2.00)  0.216
H (0.64, -1.27, -0.94)  0.220


# 3
Here is C34H30Br2N4P2Pt as an isolated structure at a distorted geometry from OMol25. Energies are from ωB97M-V/def2-TZVPD.

Calculated values
Total charge: +2
E_LUMO, eV: -6.97

Each line ends with the Mulliken charge.
Cartesian coordinates (Å):
Pt (0.01, 0.51, -1.04)  1.921
Br (-4.53, 1.07, -6.01)  -0.074
C (-3.26, 1.17, -4.62)  -0.293
C (-3.63, 1.53, -3.33)  -0.778
C (-2.65, 1.53, -2.35)  -0.439
N (-1.38, 1.23, -2.59)  -0.169
C (-1.00, 0.96, -3.85)  0.645
C (-1.92, 0.90, -4.89)  -0.569
C (0.46, 0.82, -4.06)  0.675
C (1.04, 0.73, -5.32)  -0.639
C (2.42, 0.67, -5.43)  -0.278
Br (3.23, 0.58, -7.13)  -0.078
C (3.20, 0.72, -4.27)  -0.753
C (2.54, 0.81, -3.06)  -0.206
N (1.22, 0.84, -2.95)  -0.182
H (-4.65, 1.80, -3.10)  0.498
H (-2.89, 1.80, -1.33)  0.773
H (-1.62, 0.65, -5.89)  0.491
H (0.43, 0.74, -6.21)  0.481
H (4.28, 0.72, -4.33)  0.469
H (3.11, 0.88, -2.13)  0.506
N (0.12, 0.32, 1.93)  -0.146
P (1.42, 0.30, 0.83)  -0.360
C (2.16, -1.35, 1.00)  0.410
C (2.40, -1.89, 2.26)  -0.173
C (2.91, -3.17, 2.37)  -0.785
C (3.19, -3.91, 1.23)  -0.576
C (2.97, -3.36, -0.03)  -0.787
C (2.44, -2.09, -0.14)  -0.176
C (2.62, 1.40, 1.60)  0.634
C (3.98, 1.15, 1.43)  -0.552
C (4.91, 1.94, 2.09)  -0.686
C (4.49, 2.97, 2.91)  -0.528
C (3.14, 3.24, 3.06)  -0.732
C (2.20, 2.47, 2.40)  -0.399
P (-1.35, 0.71, 1.14)  0.000
C (-2.37, 1.18, 2.57)  0.550
C (-3.01, 2.41, 2.66)  -0.469
C (-3.68, 2.75, 3.82)  -0.698
C (-3.72, 1.86, 4.89)  -0.512
C (-3.09, 0.63, 4.79)  -0.736
C (-2.42, 0.27, 3.64)  -0.333
C (-1.99, -0.96, 0.72)  1.058
C (-1.33, -2.13, 1.10)  -0.596
C (-1.91, -3.36, 0.83)  -0.661
C (-3.12, -3.44, 0.17)  -0.618
C (-3.78, -2.28, -0.21)  -0.742
C (-3.21, -1.04, 0.05)  -0.655
H (0.26, 0.59, 2.89)  0.545
H (2.19, -1.31, 3.15)  0.433
H (3.09, -3.60, 3.35)  0.463
H (3.59, -4.91, 1.32)  0.440
H (3.20, -3.93, -0.92)  0.475
H (2.24, -1.65, -1.11)  0.402
H (4.31, 0.34, 0.80)  0.382
H (5.97, 1.74, 1.97)  0.429
H (5.22, 3.58, 3.43)  0.412
H (2.81, 4.05, 3.70)  0.431
H (1.15, 2.70, 2.51)  0.441
H (-2.97, 3.10, 1.83)  0.383
H (-4.18, 3.70, 3.89)  0.431
H (-4.23, 2.14, 5.80)  0.426
H (-3.13, -0.07, 5.62)  0.436
H (-1.95, -0.70, 3.55)  0.380
H (-0.40, -2.08, 1.63)  0.527
H (-1.40, -4.27, 1.14)  0.468
H (-3.57, -4.40, -0.04)  0.439
H (-4.74, -2.34, -0.71)  0.473
H (-3.74, -0.13, -0.22)  0.383
N (-0.47, -1.71, -2.08)  -0.652
H (-0.01, -1.82, -2.98)  0.294
H (-1.46, -1.84, -2.23)  0.197
H (-0.15, -2.47, -1.48)  0.227


# 4
Here is a 12-piece molecular cluster, C6H34N2O11 overall at a distorted geometry from OMol25. Energies are from ωB97M-V/def2-TZVPD.

Calculated values
Total charge: 0
E_LUMO, eV: 0.30
Structure (SMILES): C=N/C=C/C[C@H](C)N.O.O.O.O.O.O.O.O.O.O.O

Each line ends with the natural charge from an NBO analysis.
Cartesian coordinates (Å):
C (2.60, 2.74, 0.16)  -0.636
C (0.98, 2.72, 0.10)  -0.038
C (0.57, 1.86, 1.24)  -0.490
C (0.37, 0.42, 0.79)  -0.235
C (1.42, -0.25, 0.31)  -0.054
N (1.04, -1.42, -0.44)  -0.449
C (1.60, -2.54, -0.24)  -0.010
N (0.42, 4.09, 0.30)  -0.834
H (2.98, 3.70, 0.52)  0.217
H (2.86, 2.41, -0.82)  0.226
H (2.97, 1.99, 0.80)  0.210
H (0.49, 2.35, -0.82)  0.167
H (-0.33, 2.14, 1.86)  0.232
H (1.22, 1.93, 2.21)  0.221
H (-0.66, 0.05, 0.75)  0.229
H (2.47, 0.09, 0.29)  0.230
H (2.24, -2.80, 0.71)  0.135
H (1.69, -3.30, -0.97)  0.168
H (1.03, 4.76, -0.20)  0.347
H (0.56, 4.38, 1.26)  0.352
H (0.22, 3.47, -3.08)  0.473
H (0.74, 2.30, -3.98)  0.494
O (-0.05, 2.69, -3.58)  -0.969
H (-0.31, -3.76, 2.19)  0.464
H (-1.70, -3.18, 2.57)  0.510
O (-0.82, -3.43, 2.92)  -0.994
H (-3.32, -1.39, -2.96)  0.487
H (-3.16, -0.04, -2.08)  0.506
O (-3.64, -0.85, -2.24)  -0.967
H (3.17, -2.05, 2.48)  0.475
H (3.13, -0.93, 3.23)  0.477
O (3.49, -1.14, 2.35)  -0.947
H (-1.22, 0.72, -2.78)  0.507
H (-0.82, 0.12, -4.15)  0.471
O (-1.47, 0.05, -3.44)  -0.994
H (-0.97, -2.21, -1.48)  0.489
H (-2.46, -2.05, -1.53)  0.484
O (-1.77, -2.40, -0.93)  -1.002
H (2.67, 0.52, -3.26)  0.482
H (1.55, 0.94, -2.29)  0.488
O (2.11, 1.26, -3.01)  -0.962
H (-4.03, -1.25, 2.31)  0.478
H (-2.77, -0.97, 1.34)  0.481
O (-3.25, -0.70, 2.13)  -0.954
H (0.68, -1.41, 3.68)  0.483
H (0.79, -2.87, 4.00)  0.501
O (1.32, -2.14, 3.68)  -0.985
H (-2.59, 2.09, -1.14)  0.502
H (-1.02, 1.81, -0.78)  0.493
O (-1.82, 1.54, -1.20)  -0.980
H (-3.48, -2.70, 0.94)  0.480
H (-2.58, -3.94, 0.83)  0.495
O (-3.09, -3.42, 1.47)  -0.955